The following is a quantum chemistry calculation of a molecular structure, C24H66F2N7O10PbS2 at a distorted geometry, from the OMol25 dataset.

```
112
Properties=species:S:1:pos:R:3:lowdin_charge:R:1
Pb 0.01676 -1.24175 -4.24006 1.63
N 1.13876 -1.26644 -2.08593 -0.43
S 0.64227 -0.72829 -0.80971 0.32
O 0.76155 0.70465 -0.70918 -0.25
O 0.60589 -1.60586 0.33166 -0.22
F -0.88196 -0.99990 -1.27468 -0.26
S 2.63279 -1.59822 -1.26492 0.63
O 2.84272 -3.03608 -1.02782 -0.22
O 3.27596 -0.55792 -0.45263 -0.23
F 3.37055 -1.33437 -2.65233 -0.20
C -1.06964 3.42406 -3.24838 -0.01
C -0.59346 2.19704 -3.98382 -0.46
C 0.84269 2.08792 -4.16346 -0.19
O 1.18649 0.97266 -5.02772 -0.35
C 2.50391 1.08411 -5.54237 -0.07
N -1.11093 1.00308 -3.36005 0.01
H -0.59085 3.56341 -2.27914 0.10
H -2.14511 3.47318 -3.07796 0.08
H -0.85092 4.24158 -3.93536 0.10
H -0.96257 2.13611 -5.00760 0.16
H 1.35068 2.02764 -3.20096 0.15
H 1.13371 3.06716 -4.54356 0.15
H 2.72196 2.03685 -6.02491 0.11
H 2.60467 0.28421 -6.27593 0.10
H 3.25713 0.98823 -4.76034 0.10
H -2.10167 1.00429 -3.55637 0.06
H -1.17754 1.30604 -2.39887 0.07
C -0.29172 2.19679 1.90187 -0.06
C -1.06010 1.64907 3.11255 -0.43
C -2.11862 2.54155 3.64459 -0.22
O -1.65683 3.89957 3.84905 -0.22
C -2.86862 4.72337 4.12063 -0.05
N -1.66799 0.44988 2.53509 0.05
H 0.03391 3.19906 2.18033 0.08
H -0.90520 2.37587 1.01888 0.07
H 0.49757 1.47311 1.69837 0.06
H -0.29288 1.45052 3.86091 0.12
H -2.48550 2.22482 4.62091 0.12
H -2.95422 2.51987 2.94501 0.11
H -2.43067 5.72130 4.09965 0.08
H -3.10924 4.39213 5.13082 0.09
H -3.54488 4.58661 3.27679 0.08
H -0.98155 -0.08055 2.01785 0.03
H -1.88460 -0.20151 3.27594 0.04
C -2.59454 -3.05089 0.08421 -0.06
C -2.48123 -4.31596 -0.75508 -0.40
C -2.52557 -5.75982 -0.09516 -0.16
O -1.74298 -5.91165 1.09118 -0.18
C -0.34821 -5.67160 0.93282 -0.11
N -3.45541 -4.03334 -1.81265 0.01
H -3.55283 -2.85539 0.56541 0.09
H -2.43491 -2.09139 -0.40770 0.04
H -1.86719 -3.12063 0.89304 0.05
H -1.53326 -4.33701 -1.29267 0.12
H -2.21603 -6.44930 -0.88060 0.11
H -3.53392 -6.07351 0.17491 0.12
H 0.10789 -6.18723 0.08772 0.08
H 0.14125 -6.22115 1.73689 0.10
H -0.07753 -4.63018 0.75882 0.07
H -3.64521 -4.81873 -2.41865 0.06
H -4.41922 -3.80944 -1.61010 0.07
C 6.58004 3.71845 0.98087 -0.07
C 6.08056 2.58974 0.14812 -0.46
C 7.01307 1.34985 0.11208 -0.18
O 8.25405 1.61924 -0.51493 -0.17
C 9.24516 0.64659 -0.55652 -0.13
N 4.79455 2.19264 0.68489 0.04
H 6.81131 3.39985 1.99729 0.09
H 5.93338 4.59554 0.95530 0.08
H 7.53861 3.93292 0.50839 0.08
H 5.94594 2.90396 -0.88689 0.13
H 6.51269 0.41443 -0.13830 0.12
H 7.28761 1.16925 1.15136 0.12
H 10.23433 1.05187 -0.76953 0.08
H 9.06658 -0.11561 -1.31498 0.09
H 9.58438 0.19127 0.37392 0.09
H 4.05633 2.87707 0.60307 0.07
H 4.45315 1.36695 0.21396 0.03
C -0.15196 -3.08765 3.63973 -0.05
C 0.18457 -1.99676 4.66190 -0.39
C 1.13777 -0.90359 4.18345 -0.24
O 2.44320 -1.31408 3.99528 -0.17
C 3.30513 -0.23145 3.68972 -0.09
N -1.12616 -1.47248 5.11051 0.04
H 0.75207 -3.68665 3.53004 0.08
H -0.39425 -2.71148 2.64580 0.05
H -0.90495 -3.79588 3.98545 0.08
H 0.75908 -2.49527 5.44263 0.13
H 1.17586 0.01976 4.76143 0.12
H 0.80265 -0.54414 3.21052 0.09
H 4.20150 -0.84418 3.59394 0.09
H 3.47266 0.58764 4.38910 0.10
H 3.07825 0.08765 2.67247 0.08
H -1.58850 -2.24301 5.57163 0.07
H -0.95501 -0.84233 5.88104 0.07
C -3.96498 0.67783 -0.61881 -0.05
C -4.47464 0.35662 -2.00053 -0.44
C -5.92781 -0.15216 -1.96518 -0.17
O -6.06927 -0.95876 -3.12740 -0.20
C -7.03847 -0.57314 -4.04949 -0.13
N -4.26479 1.43976 -2.94513 0.05
H -4.39412 1.61027 -0.25208 0.09
H -2.89314 0.83559 -0.73867 0.05
H -3.99510 -0.06761 0.17586 0.08
H -3.91403 -0.48491 -2.40753 0.13
H -6.70992 0.59886 -1.85394 0.13
H -5.99416 -0.87042 -1.14798 0.12
H -7.02438 0.50297 -4.22236 0.08
H -8.04303 -0.74413 -3.66254 0.09
H -6.93888 -1.12777 -4.98253 0.09
H -4.73343 2.28684 -2.65715 0.09
H -4.70685 1.22203 -3.82676 0.07
```

Summary:
Charge: +1
LUMO energy, Ha: -0.195
E_tot, a.u.: -3278.1210
Frontier orbital gap, eV: 5.267

The following is a quantum chemistry calculation of a molecular structure, C24H66F3NaO12S10 at a distorted geometry, from the OMol25 dataset.

```
116
Properties=species:S:1:pos:R:3:lowdin_charge:R:1
Na 2.71398 -5.55220 -2.54720 0.88
C 1.19233 -0.62220 -1.21017 -0.41
O 1.37202 -0.15349 0.16929 -0.13
O 2.35929 -1.41472 -1.46043 -0.29
C -0.25009 -1.18290 -1.53752 -0.64
F -0.20779 -2.13842 -2.33030 0.20
F -0.82227 -1.55251 -0.40481 0.15
F -1.02793 -0.23875 -2.22912 0.05
C 0.66127 1.00425 0.59359 -0.31
C 1.10529 1.26997 1.98170 -0.10
H 2.03953 1.82491 2.06736 0.07
H 0.35242 1.70062 2.64187 0.07
H 1.21299 0.25562 2.36586 0.08
H -0.41776 0.85186 0.61722 0.11
H 0.87991 1.88192 -0.01468 0.11
H 1.30786 0.28185 -1.80806 0.12
C 2.86367 -4.86801 2.55964 -0.25
S 1.93060 -6.46090 2.28176 0.87
O 1.70712 -6.89124 0.78327 -0.63
C 3.12657 -7.49510 3.24814 -0.25
H 2.68287 -4.09194 1.81591 0.05
H 3.93187 -5.04314 2.43174 0.04
H 2.71483 -4.43306 3.54796 0.06
H 3.83702 -7.95368 2.56034 0.05
H 2.67194 -8.27708 3.85635 0.05
H 3.64737 -6.81505 3.92222 0.04
C -5.26705 -0.14096 -6.16858 -0.24
S -5.15280 -1.85389 -6.92301 0.81
O -4.62690 -1.67097 -8.32448 -0.57
C -3.90440 -2.59600 -5.76794 -0.25
H -5.34414 -0.15517 -5.08140 0.03
H -6.16383 0.36942 -6.51982 0.04
H -4.30114 0.32437 -6.36505 0.05
H -4.13215 -2.51149 -4.70536 0.05
H -2.94986 -2.13011 -6.01268 0.04
H -3.86212 -3.63475 -6.09555 0.04
C 9.60640 0.97563 0.68077 -0.25
S 7.94301 1.08082 -0.20740 0.85
O 7.68341 -0.32243 -0.88694 -0.60
C 6.70303 1.23563 1.20466 -0.25
H 9.61601 1.71881 1.47807 0.04
H 10.51971 0.96456 0.08593 0.04
H 9.60561 0.00505 1.17682 0.04
H 6.42171 0.25970 1.60026 0.05
H 5.78693 1.64769 0.78148 0.04
H 6.89873 1.93023 2.02157 0.04
C -6.45733 -6.34393 -0.28072 -0.25
S -5.16108 -6.82653 -1.53585 0.83
O -5.44596 -6.09979 -2.81555 -0.58
C -3.59974 -6.03481 -0.94775 -0.25
H -6.18726 -6.21208 0.76703 0.04
H -7.21439 -7.12149 -0.38245 0.03
H -7.02884 -5.44107 -0.49598 0.05
H -3.43129 -6.17752 0.11965 0.04
H -3.65047 -4.97024 -1.17628 0.05
H -2.74342 -6.48892 -1.44635 0.04
C -6.90668 3.06610 -2.01292 -0.27
S -6.84029 2.40376 -0.32663 0.82
O -8.23077 1.90414 -0.07819 -0.58
C -5.78046 0.92636 -0.58791 -0.25
H -5.87357 3.25356 -2.30557 0.04
H -7.28190 4.08792 -1.95658 0.05
H -7.45821 2.40987 -2.68619 0.06
H -4.73475 1.20492 -0.45752 0.04
H -5.73766 0.65415 -1.64250 0.04
H -6.15465 0.13876 0.06611 0.05
C 3.01875 2.53890 8.10239 -0.25
S 3.27870 0.76430 7.48456 0.82
O 3.93717 0.02809 8.60293 -0.57
C 1.46322 0.35356 7.54735 -0.26
H 2.37070 3.22012 7.55097 0.04
H 3.93224 3.02709 8.44196 0.04
H 2.53975 2.47416 9.07937 0.04
H 1.26182 -0.70670 7.39450 0.05
H 0.81987 1.00208 6.95267 0.05
H 1.27799 0.42206 8.61932 0.04
C 1.99507 6.60885 4.15422 -0.26
S 3.50362 7.60913 4.61450 0.85
O 3.28734 7.80365 6.11261 -0.60
C 4.64465 6.16655 4.52907 -0.25
H 1.78901 5.81038 4.86702 0.05
H 2.12689 6.10987 3.19415 0.04
H 1.13534 7.27467 4.07901 0.04
H 4.17704 5.57544 3.74164 0.03
H 4.69461 5.74569 5.53330 0.05
H 5.65405 6.51332 4.30776 0.04
C -1.48661 4.92894 -4.66066 -0.28
S -0.72879 6.02650 -3.41454 0.84
O -1.18741 5.81209 -1.98021 -0.59
C 0.90791 5.08326 -3.36413 -0.23
H -1.46511 5.41526 -5.63594 0.05
H -2.50531 4.70629 -4.34323 0.05
H -1.08341 3.91683 -4.69480 0.04
H 1.53832 5.30533 -2.50310 0.05
H 1.44664 5.19301 -4.30532 0.04
H 0.63492 4.03528 -3.24038 0.04
C -3.72845 -3.78462 3.68083 -0.26
S -2.99003 -2.95033 5.18439 0.84
O -1.51785 -3.19528 5.06235 -0.60
C -3.19672 -1.14608 4.43895 -0.21
H -3.24377 -4.75640 3.58696 0.04
H -3.75323 -3.21723 2.75048 0.05
H -4.73202 -3.90513 4.08879 0.03
H -2.85740 -0.49141 5.24169 0.03
H -4.15258 -0.95202 3.95238 0.04
H -2.43944 -1.06445 3.65924 0.04
C 1.41034 -0.39098 -7.88769 -0.30
S 1.82101 0.91777 -6.73762 0.83
O 3.20733 0.70062 -6.15981 -0.56
C 2.09158 2.23694 -8.03683 -0.25
H 1.31642 -1.32535 -7.33430 0.04
H 2.14091 -0.61218 -8.66579 0.06
H 0.43525 -0.21041 -8.34013 0.05
H 1.24745 2.31606 -8.72185 0.04
H 3.01672 2.11203 -8.59951 0.05
H 2.19917 3.23858 -7.62058 0.04
```

Summary:
Charge: 0
LUMO energy, Ha: -0.082
E_tot, a.u.: -6300.0575
Frontier orbital gap, eV: 4.027

The following is a quantum chemistry calculation of 8 unconnected molecules or ions with the total composition C24H66N2O10 at a distorted geometry, from the OMol25 dataset.

```
102
Properties=species:S:1:pos:R:3:lowdin_charge:R:1
C 17.17028 21.64324 10.63259 -0.11
O 17.05736 20.69026 9.60317 -0.18
C 15.73744 20.16853 9.59687 -0.29
C 15.37252 19.42842 8.39369 -0.21
N 16.11871 18.12930 8.29244 -0.05
C 16.05081 17.53630 6.94582 -0.20
C 15.01060 16.40256 6.68345 -0.28
O 13.81019 17.03439 6.79400 -0.22
C 12.68384 16.10113 6.64170 -0.04
H 16.64757 22.50707 10.26784 0.08
H 18.21158 21.92752 10.73917 0.09
H 16.75749 21.19020 11.52193 0.09
H 14.99173 20.95148 9.61482 0.12
H 15.53906 19.53727 10.43176 0.12
H 15.65773 20.13338 7.54152 0.14
H 14.27997 19.22522 8.44280 0.13
H 17.09712 18.24789 8.53830 0.10
H 17.05199 17.08466 6.87015 0.11
H 15.96897 18.28361 6.07929 0.13
H 15.03716 15.65081 7.47322 0.11
H 15.20157 15.95092 5.66719 0.13
H 12.94673 15.22118 7.24346 0.07
H 12.48181 16.06346 5.58478 0.08
H 11.84625 16.54250 7.16520 0.08
C 17.12757 9.56507 8.36399 -0.12
O 16.72631 10.59708 9.19124 -0.22
C 17.87595 11.20760 9.76268 -0.22
C 17.33852 12.31709 10.65927 -0.20
N 16.87783 11.83379 11.96246 -0.04
C 15.53888 11.30746 11.92893 -0.22
C 15.13868 10.93972 13.35533 -0.26
O 15.77337 9.74473 13.63870 -0.20
C 15.47578 9.23678 14.94225 -0.09
H 16.26465 9.01838 8.01158 0.09
H 17.82492 8.91461 8.92643 0.10
H 17.64235 9.93368 7.52642 0.07
H 18.52666 11.72650 9.03098 0.13
H 18.48689 10.45701 10.35392 0.14
H 16.49749 12.79562 10.09353 0.12
H 18.18421 13.02481 10.76518 0.12
H 17.53781 11.15352 12.33841 0.11
H 15.23480 10.48585 11.15379 0.15
H 14.88859 12.10253 11.67792 0.08
H 14.08352 10.81348 13.45372 0.09
H 15.51441 11.78075 14.04652 0.15
H 16.08374 8.35378 15.08869 0.08
H 14.37915 9.01226 14.98913 0.09
H 15.67875 10.02818 15.67239 0.08
C 11.64958 13.72400 14.49996 -0.07
C 10.55243 14.17801 13.52873 -0.29
O 10.92968 14.54907 12.17407 -0.10
H 12.47971 14.45524 14.33947 0.09
H 12.05123 12.73712 14.30921 0.05
H 11.28788 13.77618 15.50571 0.06
H 10.06835 15.04580 13.99481 0.11
H 9.72353 13.43873 13.49434 0.09
H 10.23235 14.29948 11.55207 0.03
C 6.52533 13.09776 11.01076 -0.10
C 7.84688 13.51230 11.59078 -0.33
O 8.92332 13.31058 10.67855 -0.09
H 6.31652 13.57352 10.01403 0.09
H 5.68762 13.43572 11.63534 0.07
H 6.33506 12.03866 10.92126 0.06
H 7.97871 13.06626 12.56148 0.09
H 7.74131 14.61904 11.77521 0.13
H 9.28451 12.42766 10.89201 0.05
C 14.94687 15.28218 11.13460 -0.08
C 13.92847 16.15065 10.46320 -0.25
O 12.88098 15.23299 9.92249 -0.12
H 15.81192 15.76652 11.59307 0.08
H 15.27551 14.48363 10.51134 0.03
H 14.37426 14.82531 11.96601 0.08
H 14.35864 16.69890 9.61319 0.08
H 13.41181 16.85316 11.15757 0.12
H 12.12130 15.26605 10.52121 0.04
C 11.06895 9.30500 12.75412 -0.09
C 11.09889 10.46590 11.79313 -0.27
O 9.95374 10.71150 10.95202 -0.10
H 10.59204 9.34528 13.71934 0.06
H 12.08596 9.01015 12.99344 0.06
H 10.55885 8.41491 12.39755 0.08
H 11.89326 10.21704 11.08036 0.10
H 11.37435 11.41992 12.37705 0.13
H 9.85218 9.98509 10.32179 0.07
C 11.77141 8.27223 6.98531 -0.09
C 11.72885 8.17240 8.48317 -0.29
O 10.36691 8.27450 8.99483 -0.10
H 11.02774 7.65536 6.54126 0.06
H 12.77586 8.02365 6.52804 0.10
H 11.60706 9.28318 6.63922 0.06
H 12.39080 8.91931 8.95334 0.08
H 12.07602 7.16212 8.83083 0.12
H 9.85448 8.39566 8.18799 0.07
C 11.91414 12.10760 8.22861 -0.06
C 13.26709 11.97340 8.90351 -0.28
O 13.75483 10.61783 8.75821 -0.10
H 11.95961 11.83094 7.16352 0.07
H 11.47542 13.13854 8.26474 0.09
H 11.23061 11.39225 8.67226 0.05
H 13.23360 12.23654 9.93745 0.08
H 14.03186 12.57058 8.48382 0.09
H 14.69863 10.63456 8.84616 0.02
```

Summary:
Charge: 0
SMILES string: COCCNCCOC.COCCNCCOC.CCO.CCO.CCO.CCO.CCO.CCO
LUMO energy, Ha: 0.028
E_tot, a.u.: -1815.7097
Frontier orbital gap, eV: 9.366